(1)
{
  "formula": "C3H4N2",
  "method": "ωB97M-V with the def2-TZVPD basis set",
  "species": ["N", "C", "C", "C", "N", "H", "H", "H", "H"],
  "positions_angstrom": [[-0.914, -0.505, -0.095], [-0.768, 0.825, 0.212], [0.562, 1.185, 0.414], [1.157, -0.086, 0.204], [0.229, -1.163, -0.103], [-1.742, -0.997, -0.407], [-1.675, 1.424, 0.245], [0.958, -0.576, -0.968], [2.174, -0.423, 0.402]],
  "homo_ha": -0.296,
  "gap_ha": 0.324
}


(2)
{
  "formula": "C3H4N2",
  "method": "ωB97M-V with the def2-TZVPD basis set",
  "species": ["N", "C", "C", "C", "N", "H", "H", "H", "H"],
  "positions_angstrom": [[2.299, 0.944, -0.718], [1.309, 0.345, -0.294], [0.266, -0.282, 0.136], [-1.111, -0.629, -0.155], [-0.700, -0.125, 1.181], [1.983, 1.889, -0.954], [-1.693, 0.080, -0.742], [-1.395, -1.673, -0.258], [-0.637, -0.897, 1.841]],
  "homo_ha": -0.320,
  "gap_ha": 0.356
}


(3)
{
  "formula": "C3H4N2O",
  "method": "ωB97M-V with the def2-TZVPD basis set",
  "species": ["N", "C", "O", "C", "C", "N", "H", "H", "H", "H"],
  "positions_angstrom": [[-0.901, 1.176, 0.115], [-0.764, -0.138, -0.245], [-1.526, -1.038, -0.310], [1.156, -0.811, 0.677], [1.007, -0.444, -0.627], [0.606, -0.051, -1.688], [-1.875, 1.448, 0.116], [-0.297, 1.819, -0.376], [1.572, -0.109, 1.389], [1.021, -1.851, 0.948]],
  "homo_ha": -0.309,
  "gap_ha": 0.326
}


(4)
{
  "formula": "C3H4N2O",
  "method": "ωB97M-V with the def2-TZVPD basis set",
  "species": ["O", "C", "N", "C", "C", "N", "H", "H", "H", "H"],
  "positions_angstrom": [[-0.862, -0.728, -2.127], [-0.456, -0.399, -1.030], [-1.127, 0.274, -0.023], [-0.275, 0.518, 1.057], [0.909, -0.034, 0.758], [0.810, -0.623, -0.487], [-2.127, 0.396, -0.066], [-0.279, 1.424, 1.634], [1.808, 0.018, 1.351], [1.601, -0.846, -1.067]],
  "homo_ha": -0.304,
  "gap_ha": 0.337
}


(5)
{
  "formula": "C3H4N2O",
  "method": "ωB97M-V with the def2-TZVPD basis set",
  "species": ["C", "C", "C", "H", "H", "H", "H", "N", "N", "O"],
  "positions_angstrom": [[0.432, -0.452, -0.263], [-0.596, 0.287, -0.830], [0.583, 0.084, 0.944], [0.228, -1.956, -1.679], [1.132, -2.361, -0.193], [-1.123, 0.245, -1.790], [1.402, -0.079, 1.714], [0.942, -1.592, -0.944], [-1.073, 1.119, 0.017], [-0.405, 0.993, 1.166]],
  "homo_ha": -0.327,
  "gap_ha": 0.357
}


(6)
{
  "formula": "C3H4N2O",
  "method": "ωB97M-V with the def2-TZVPD basis set",
  "species": ["N", "C", "O", "C", "C", "N", "H", "H", "H", "H"],
  "positions_angstrom": [[1.565, 0.590, 0.453], [1.183, -0.601, 0.288], [0.049, -0.930, -0.373], [-0.794, 0.164, -0.722], [-1.906, 0.268, 0.241], [-2.784, 0.334, 0.989], [2.442, 0.643, 0.961], [1.670, -1.522, 0.611], [-1.211, -0.037, -1.710], [-0.213, 1.090, -0.737]],
  "homo_ha": -0.404,
  "gap_ha": 0.433
}


(7)
{
  "formula": "C3H4N2O",
  "method": "ωB97M-V with the def2-TZVPD basis set",
  "species": ["O", "C", "N", "C", "C", "N", "H", "H", "H", "H"],
  "positions_angstrom": [[0.757, -0.034, 1.351], [0.870, 0.302, -1.387], [0.103, -0.980, -1.320], [-0.689, -0.929, -0.322], [-0.355, 0.278, 0.518], [0.176, 1.105, -0.571], [1.198, -0.845, 1.042], [-1.465, -1.672, -0.116], [-1.131, 0.758, 1.122], [0.535, 2.016, -0.317]],
  "homo_ha": -0.332,
  "gap_ha": 0.319
}


(8)
{
  "formula": "C3H4N2O",
  "method": "ωB97M-V with the def2-TZVPD basis set",
  "species": ["O", "C", "N", "C", "C", "N", "H", "H", "H", "H"],
  "positions_angstrom": [[2.262, 0.676, 0.018], [1.200, 0.051, 0.014], [0.821, -1.203, -0.152], [-1.442, -0.699, 0.135], [-1.336, 0.595, 0.168], [0.131, 1.020, 0.225], [1.642, -1.830, -0.244], [-1.557, -1.753, 0.180], [-2.026, 1.457, 0.183], [0.306, 1.686, -0.526]],
  "homo_ha": [-0.333, -0.333],
  "gap_ha": [0.269, 0.269]
}


The calculation returns the following total energy values, one per record and in order: -226.0444, -226.1050, -301.3480, -301.4758, -301.3839, -301.4326, -301.3441, -301.2992 Ha.
The calculation returns the following energy relative to the best compared isomer or geometry (same formula, charge and spin) values, one per record and in order: 113.5, 75.4, 87.4, 7.2, 64.9, 34.3, 89.8, 118.0 kcal per mole.